Record 1
A structure of composition C4H6N2 at a distorted geometry. Source: OMol25; level of theory: ωB97M-V/def2-TZVPD.

XYZ file:
```
12
Properties=species:S:1:pos:R:3:forces:R:3:lowdin_charge:R:1
N 0.20201 3.03953 -1.34782 -0.038 -0.968 0.396 0.11
C 0.14294 1.97014 -0.88839 0.066 0.833 -0.376 -0.22
C 0.03266 0.71532 -0.26822 0.048 0.037 -0.093 -0.33
C -0.79862 -0.53124 -0.55180 -0.174 -0.034 -0.072 -0.14
C 0.41859 -1.26891 -0.06558 0.078 -0.013 0.013 -0.11
N 1.08571 -0.13266 0.03571 0.088 0.003 0.012 0.06
H -0.58910 0.22802 1.91823 -0.033 -0.071 0.107 0.06
H -1.72502 -0.67493 0.00828 0.168 0.007 -0.062 0.10
H -0.96516 -0.67834 -1.62318 -0.005 0.031 0.092 0.13
H 0.68968 -2.24765 0.30166 -0.014 0.148 -0.080 0.11
H -0.53330 -0.48253 2.15800 -0.051 0.057 0.103 0.06
H 2.03963 0.06325 0.32313 -0.133 -0.030 -0.039 0.17
```
Forces are in eV/Å.

For the gap between HOMO and LUMO (spin up / spin down), the calculation gives 8.1 / 8.1 eV. The calculation puts the energy above the lowest of the compared OMol25 structures with the same formula, charge and spin at 426.0 kJ/mol. Its lowest unoccupied orbital energy (spin up / spin down) is 0.37 / 0.37 eV. The value obtained for the HOMO energy (spin up / spin down) is -7.7 / -7.7 eV. As for the total energy: -7221.1756 eV. The largest force on an atom is 1.0 eV Å⁻¹.


Record 2
A structure of composition C4H6O2. Source: OMol25; level of theory: ωB97M-V/def2-TZVPD.

XYZ file:
```
12
Properties=species:S:1:pos:R:3:forces:R:3:lowdin_charge:R:1
C -2.35866 -0.82242 0.75250 -0.146 0.311 -0.103 -0.13
O -2.73895 0.24942 0.34735 0.119 -0.529 0.209 -0.02
C 0.15342 0.43851 -0.75078 -0.137 0.220 -0.118 -0.15
C 1.24542 1.19637 -0.65611 -0.077 -0.001 -0.038 -0.03
C 1.89933 0.01538 0.01153 0.353 -0.028 0.125 -0.16
O 0.63965 -0.71381 -0.15332 -0.035 -0.064 0.002 -0.10
H -2.69457 -1.22786 1.72516 -0.018 0.066 -0.058 0.09
H -1.64868 -1.44988 0.18464 -0.098 0.065 0.037 0.08
H -0.87741 0.49496 -1.08388 0.223 0.051 -0.009 0.11
H 1.53365 2.20083 -0.92126 -0.042 -0.155 0.034 0.09
H 2.14237 0.10739 1.07383 -0.033 0.007 -0.142 0.12
H 2.70444 -0.48887 -0.52966 -0.108 0.059 0.061 0.12
```
Forces are in eV/Å.

For the gap between HOMO and LUMO, the calculation gives 9.9 eV. The calculation puts the energy above the lowest of the compared OMol25 structures with the same formula, charge and spin at 327.2 kJ/mol. Its lowest unoccupied orbital energy is 0.92 eV. The value obtained for the HOMO energy is -9.0 eV. As for the total energy: -8337.0701 eV. The largest force on an atom is 0.6 eV Å⁻¹.


Record 3
A cluster of 2 separate species, C4H10Se in total at a distorted geometry. Source: OMol25; level of theory: ωB97M-V/def2-TZVPD.

XYZ file:
```
15
Properties=species:S:1:pos:R:3:forces:R:3:lowdin_charge:R:1
C 0.39509 1.36876 -0.78379 4.155 -4.503 -1.700 -0.14
C 0.40563 -1.14382 -0.74004 -1.070 0.513 -0.979 -0.11
C 0.14343 0.02607 1.36002 0.425 0.014 -1.276 -0.16
C -0.12877 0.08379 -0.10457 -1.282 1.942 0.147 -0.92
Se -2.13497 0.42801 -0.24453 -0.567 -2.501 1.479 0.64
H 0.28250 1.26503 -1.87774 -0.711 0.745 0.476 0.08
H 0.18423 2.23728 -0.30917 -0.955 2.762 1.052 0.03
H 1.58712 1.21617 -0.76680 -2.208 0.544 0.361 0.14
H -0.38767 -1.81671 -0.92499 -0.610 -1.208 0.146 0.06
H 0.78846 -0.91197 -1.69389 0.608 0.233 -1.325 0.07
H 1.18412 -1.53994 -0.16500 1.060 -0.878 0.908 0.07
H -0.25206 0.83895 1.84865 -0.986 1.853 1.305 0.05
H -0.29238 -0.85503 1.70308 -0.612 -1.520 1.019 0.05
H 1.18498 0.01584 1.51038 1.541 -0.178 0.332 0.08
H -2.95972 -1.21242 1.18839 1.212 2.182 -1.946 0.07
```
Forces are in eV/Å.

For the gap between HOMO and LUMO (spin up / spin down), the calculation gives 7.6 / 7.4 eV. The calculation puts the energy above the lowest of the compared OMol25 structures with the same formula, charge and spin at 339.9 kJ/mol. Its lowest unoccupied orbital energy (spin up / spin down) is -1.19 / -1.33 eV. The value obtained for the HOMO energy (spin up / spin down) is -8.8 / -8.7 eV. As for the total energy: -69652.7361 eV. The largest force on an atom is 6.4 eV Å⁻¹.


Record 4
An isolated molecule of C11H14N2 at a distorted geometry. Source: OMol25; level of theory: ωB97M-V/def2-TZVPD.

XYZ file:
```
27
Properties=species:S:1:pos:R:3:forces:R:3:lowdin_charge:R:1
C -2.97513 -1.71785 -0.92317 -2.011 -2.238 0.816 -0.15
C -2.82722 -1.16343 -2.18066 -0.503 1.769 -0.343 -0.12
C -1.96262 -1.65554 -0.06361 0.907 -1.050 2.345 -0.09
C -1.87170 -0.22807 -2.39046 -0.301 -0.555 -1.095 -0.04
C -0.91704 -0.71528 -0.15779 -0.134 0.025 -0.758 -0.15
C -1.01443 0.20876 -1.29652 1.087 2.205 -0.679 -0.27
C 1.79421 1.08605 -0.28848 -1.139 -2.485 -2.959 -0.14
C 0.38027 1.77162 -0.32944 -0.837 0.385 1.178 -0.26
C 2.15412 0.22374 0.95664 -2.320 0.674 -0.896 -0.35
C 1.14902 -0.78111 1.42790 -0.356 2.097 -3.356 -0.05
C 2.28515 1.15180 2.14967 0.148 -0.812 0.067 -0.06
N -0.03280 -0.94354 0.89550 1.050 -1.031 1.416 0.10
N -0.52046 1.43710 -1.42600 0.850 -2.002 0.220 0.02
H -3.89692 -2.28225 -0.68083 0.911 -0.023 -0.253 0.11
H -3.64605 -1.32732 -2.85676 0.165 -0.139 -0.698 0.10
H -1.80289 -2.41337 0.78128 -1.080 1.077 -1.005 0.13
H -1.82357 0.19004 -3.42295 0.378 0.160 1.297 0.12
H 1.88218 0.45887 -1.29918 -0.679 0.493 2.111 0.15
H 2.55980 1.75540 -0.61679 0.744 0.976 0.906 0.08
H -0.25971 1.45894 0.57830 1.314 0.882 -0.464 0.12
H 0.52042 2.88311 -0.34619 -0.186 -0.931 0.278 0.11
H 2.95473 -0.43505 0.73022 1.715 0.066 0.059 0.12
H 1.52963 -1.40832 2.19314 -0.597 -0.676 0.823 0.13
H 1.50569 1.90506 2.10585 -0.326 -0.096 0.073 0.08
H 3.20342 1.67967 1.92501 0.580 0.106 1.298 0.09
H 2.10409 0.49255 3.05085 1.154 1.491 -0.334 0.10
H -0.47218 -1.63158 1.48446 -0.534 -0.366 -0.049 0.12
```
Forces are in eV/Å.

For the gap between HOMO and LUMO (spin up / spin down), the calculation gives 6.4 / 6.4 eV. The calculation puts the energy above the lowest of the compared OMol25 structures with the same formula, charge and spin at 460.1 kJ/mol. Its lowest unoccupied orbital energy (spin up / spin down) is -0.08 / -0.08 eV. The value obtained for the HOMO energy (spin up / spin down) is -6.4 / -6.4 eV. As for the total energy: -14609.6521 eV. The largest force on an atom is 4.0 eV Å⁻¹.